Entry 1:
Molecular formula: C30H44Br2CoN2P2
Method: DFT, ωB97M-V with the def2-TZVPD basis set

```
81
Properties=species:S:1:pos:R:3:lowdin_spin:R:1
N -5.288 -1.362 3.663 0.00
C -4.294 -0.583 4.106 0.00
C -3.826 0.526 3.390 0.00
C -4.371 0.806 2.107 0.00
C -5.417 -0.031 1.654 0.00
C -5.832 -1.091 2.475 0.00
C -3.790 1.848 1.262 0.00
Co 0.470 -0.106 -0.154 2.57
P 2.295 0.491 -1.067 0.09
C -3.862 1.912 -0.111 0.00
C -2.741 2.365 -0.963 0.00
C -2.515 1.836 -2.266 0.00
C -1.404 2.219 -3.038 0.00
C -0.494 3.141 -2.516 0.00
C -0.628 3.617 -1.205 0.00
C -1.754 3.250 -0.457 0.00
Br 0.969 3.804 -3.611 0.00
H -3.176 2.582 1.799 0.00
H -4.759 1.506 -0.601 0.00
H -2.989 1.075 3.823 0.00
H -5.866 0.061 0.666 0.00
H -3.866 -0.885 5.068 0.00
H -6.640 -1.750 2.151 0.00
H -3.240 1.135 -2.683 0.00
H -1.898 3.695 0.531 0.00
H -1.225 1.813 -4.029 0.00
H 0.121 4.277 -0.779 0.00
P -0.374 -2.146 -0.184 0.07
C 2.650 2.195 -0.447 0.03
C 3.542 3.107 -1.292 0.01
H 3.091 2.065 0.557 0.00
H 1.666 2.683 -0.310 0.00
H 3.651 4.058 -0.741 0.00
H 4.542 2.675 -1.466 0.00
H 3.056 3.339 -2.256 0.00
C 1.853 0.413 -2.848 0.02
C 2.968 0.455 -3.882 0.01
H 1.115 1.204 -3.032 0.00
H 1.312 -0.535 -2.958 0.01
H 2.504 0.563 -4.872 0.00
H 3.669 1.288 -3.736 0.00
H 3.519 -0.493 -3.881 0.00
C 3.744 -0.601 -0.732 0.01
C 5.090 -0.059 -1.205 0.00
H 3.515 -1.569 -1.209 0.00
H 3.764 -0.779 0.357 0.00
H 5.858 -0.810 -0.991 0.00
H 5.105 0.137 -2.284 0.00
H 5.370 0.859 -0.677 0.00
C 0.488 -3.480 0.759 0.01
C 1.913 -3.725 0.273 0.00
H -0.108 -4.407 0.690 0.00
H 0.499 -3.179 1.817 0.00
H 2.217 -4.760 0.478 0.00
H 2.020 -3.559 -0.807 0.00
H 2.632 -3.079 0.792 0.00
C -0.275 -2.593 -1.976 0.02
C -1.448 -2.074 -2.808 0.00
H -0.197 -3.688 -2.048 0.00
H 0.668 -2.179 -2.363 0.00
H -1.343 -2.423 -3.842 0.00
H -2.410 -2.441 -2.432 0.00
H -1.489 -0.977 -2.835 0.00
C -2.142 -2.275 0.277 0.02
C -2.426 -2.758 1.696 0.00
H -2.640 -2.939 -0.441 0.00
H -2.561 -1.267 0.144 0.00
H -3.498 -2.970 1.810 0.00
H -1.885 -3.678 1.956 0.00
H -2.172 -1.982 2.430 0.00
Br 3.590 -1.738 4.182 0.00
C 2.401 -0.378 3.553 0.00
C 2.241 0.835 4.223 0.01
C 1.419 1.806 3.631 0.00
C 0.741 1.522 2.439 0.01
N 0.911 0.334 1.822 0.07
C 1.676 -0.635 2.386 0.01
H 2.792 1.015 5.149 0.00
H 1.322 2.790 4.083 0.00
H 0.132 2.278 1.943 0.00
H 1.741 -1.599 1.889 0.00
```

Output
Multiplicity ... 4
Largest force on an atom ... 2.78 eV Å⁻¹
Calculated total energy ... -8491.98444 a.u.
LUMO energy (spin up / spin down) ... -6.10 / -7.19 eV
ΔE to the lowest compared entry with this formula, charge and spin ... 0.0 kJ/mol
<S²> ... 3.761
Orbital gap (spin up / spin down) ... 6.9 / 5.8 eV
Net charge ... +2
M ... 713.385 g/mol



Entry 2:
Molecular formula: C52H58Ge2OS4SeTc
Method: DFT, ωB97M-V with the def2-TZVPD basis set

```
119
Properties=species:S:1:pos:R:3:lowdin_spin:R:1
Tc -0.183 0.363 0.654 2.52
C 2.605 -6.388 4.207 0.00
C 1.457 -5.491 4.584 0.00
C 0.300 -5.437 3.821 0.00
C -0.771 -4.624 4.170 0.00
C -2.053 -4.700 3.383 0.00
C -0.665 -3.809 5.305 0.00
C 0.477 -3.881 6.110 0.00
C 0.619 -3.075 7.373 0.00
C 1.521 -4.716 5.733 0.00
C -1.820 -2.952 5.700 0.00
C -2.685 -3.420 6.688 0.00
C -3.816 -2.704 7.043 0.00
C -4.124 -1.523 6.385 0.00
C -3.277 -1.026 5.401 0.00
C -2.107 -1.722 5.096 0.01
Ge -0.821 -0.837 3.859 0.03
S -1.353 -1.265 1.698 0.07
S -0.490 1.418 3.984 0.05
Ge 1.696 0.841 3.621 0.03
S 1.918 0.745 1.377 0.07
S 1.365 -1.310 4.284 0.00
C 3.202 1.791 4.545 0.01
C 4.314 2.271 3.834 0.00
C 5.383 2.824 4.535 0.00
C 5.358 2.923 5.914 0.00
C 4.240 2.496 6.604 0.00
C 3.155 1.928 5.938 0.00
C 1.984 1.566 6.787 0.00
C 0.926 2.466 6.927 0.00
C 0.845 3.750 6.142 0.00
C -0.083 2.183 7.844 0.00
C -0.054 1.048 8.632 0.00
C -1.145 0.751 9.626 0.00
C 1.025 0.178 8.499 0.00
C 2.042 0.412 7.589 0.00
C 3.181 -0.563 7.457 0.00
C 4.430 2.286 2.348 0.00
C 5.186 1.322 1.682 0.00
C 5.800 0.149 2.405 0.00
C 5.336 1.421 0.301 0.00
C 4.756 2.448 -0.421 0.00
C 4.914 2.546 -1.915 0.00
C 4.001 3.397 0.263 0.00
C 3.828 3.334 1.635 0.00
C 2.965 4.347 2.338 0.00
C -3.644 0.202 4.640 0.00
C -3.356 1.478 5.126 0.00
C -2.659 1.690 6.444 0.00
C -3.726 2.588 4.372 0.00
C -4.374 2.459 3.155 0.00
C -4.765 3.661 2.340 0.00
C -4.674 1.178 2.699 0.00
C -4.333 0.049 3.424 0.00
C -4.739 -1.317 2.937 0.00
H 2.408 -6.910 3.272 0.00
H 2.776 -7.131 4.987 0.00
H 3.524 -5.810 4.094 0.00
H 0.219 -6.060 2.936 0.00
H -2.003 -5.506 2.652 0.00
H -2.252 -3.778 2.841 0.00
H -2.903 -4.880 4.044 0.00
H -0.055 -2.221 7.391 0.00
H 1.642 -2.712 7.453 0.00
H 0.413 -3.698 8.247 0.00
H 2.414 -4.752 6.350 0.00
H -2.461 -4.366 7.167 0.00
H -4.470 -3.077 7.821 0.00
H -5.023 -0.972 6.635 0.00
H 6.237 3.184 3.974 0.00
H 6.198 3.346 6.450 0.00
H 4.182 2.602 7.681 0.00
H 1.710 3.893 5.498 0.00
H 0.774 4.604 6.819 0.00
H -0.050 3.751 5.516 0.00
H -0.903 2.886 7.956 0.00
H -1.920 1.516 9.596 0.00
H -0.740 0.706 10.639 0.00
H -1.607 -0.216 9.415 0.00
H 1.073 -0.694 9.142 0.00
H 3.121 -1.334 8.226 0.00
H 4.148 -0.066 7.540 0.00
H 3.144 -1.051 6.480 0.00
H 5.532 0.136 3.459 0.00
H 6.889 0.172 2.325 0.00
H 5.457 -0.785 1.954 0.00
H 5.914 0.662 -0.218 0.00
H 5.548 1.745 -2.294 0.00
H 5.361 3.503 -2.192 0.00
H 3.942 2.484 -2.407 0.00
H 3.523 4.196 -0.295 0.00
H 2.680 5.145 1.655 0.00
H 3.479 4.781 3.197 0.00
H 2.046 3.879 2.706 0.00
H -2.247 0.764 6.841 0.00
H -3.354 2.105 7.179 0.00
H -1.841 2.399 6.317 0.00
H -3.487 3.578 4.748 0.00
H -4.489 4.585 2.847 0.00
H -5.842 3.670 2.165 0.00
H -4.271 3.638 1.367 0.00
H -5.189 1.064 1.750 0.00
H -5.249 -1.243 1.978 0.00
H -5.407 -1.798 3.655 0.00
H -3.873 -1.969 2.812 0.00
Se -1.403 1.980 -0.302 0.10
C 2.158 -2.669 -2.263 0.00
C 0.743 -2.913 -2.796 0.00
C 0.012 -1.657 -2.339 0.01
O 0.661 -1.247 -1.126 0.07
C 1.880 -1.981 -0.934 0.00
H 2.712 -2.009 -2.933 0.00
H 2.731 -3.585 -2.128 0.00
H 0.309 -3.802 -2.336 0.00
H 0.704 -3.029 -3.878 0.00
H -1.045 -1.814 -2.127 0.00
H 0.113 -0.858 -3.079 0.00
H 1.725 -2.720 -0.140 0.00
H 2.656 -1.283 -0.625 0.00
```

Output
Multiplicity ... 4
Largest force on an atom ... 0.74 eV Å⁻¹
Calculated total energy ... -10320.58500 a.u.
LUMO energy (spin up / spin down) ... -0.88 / -0.48 eV
<S²> ... 3.810
Orbital gap (spin up / spin down) ... 6.5 / 7.6 eV
M ... 1149.483 g/mol



Entry 3:
Molecular formula: C13H25N4O2
Method: DFT, ωB97M-V with the def2-TZVPD basis set

```
44
Properties=species:S:1:pos:R:3:nbo_charge:R:1
C 2.424 0.833 1.918 -0.65
C 1.332 2.002 1.524 -0.25
N 0.534 1.632 0.256 -0.64
C -0.749 1.006 0.842 0.46
C -0.665 -0.569 1.286 -0.28
C -2.039 -1.221 1.967 -0.07
C -3.358 -0.214 2.152 -0.26
C -3.216 1.356 1.599 0.07
N -1.944 1.924 0.978 -0.56
H 2.196 0.320 2.944 0.23
H 2.402 0.031 1.062 0.22
H 3.485 1.333 1.962 0.24
H 1.793 3.077 1.477 0.24
H 0.549 2.025 2.424 0.19
H 0.275 2.558 -0.181 0.41
H 0.328 -1.204 1.127 0.30
H -2.108 -2.327 2.357 0.32
H -4.367 -0.553 2.643 0.28
H -4.144 2.071 1.699 0.26
H -1.909 2.921 0.667 0.46
C 1.530 4.811 -2.414 0.54
O 0.816 4.649 -1.433 -0.67
N 2.801 4.302 -2.572 -0.42
C 3.583 4.540 -3.767 -0.40
C 3.375 3.502 -1.509 -0.42
H 1.192 5.403 -3.281 0.12
H 3.824 3.579 -4.230 0.20
H 4.507 5.055 -3.488 0.20
H 3.032 5.155 -4.483 0.22
H 2.735 2.633 -1.332 0.21
H 3.415 4.102 -0.594 0.21
H 4.382 3.170 -1.776 0.22
C -2.905 -5.218 1.271 0.55
O -2.533 -4.327 2.024 -0.67
N -2.248 -5.627 0.130 -0.42
C -2.754 -6.692 -0.709 -0.40
C -1.011 -4.971 -0.242 -0.42
H -3.833 -5.783 1.461 0.13
H -2.008 -7.492 -0.755 0.21
H -2.931 -6.297 -1.714 0.20
H -3.689 -7.096 -0.313 0.22
H -0.286 -5.092 0.569 0.22
H -1.203 -3.904 -0.385 0.20
H -0.608 -5.400 -1.163 0.22
```

Output
Multiplicity ... 1
Largest force on an atom ... 6.03 eV Å⁻¹
Calculated total energy ... -879.33096 a.u.
LUMO energy ... -4.48 eV
ΔE to the lowest compared entry with this formula, charge and spin ... 784.3 kJ/mol
Orbital gap ... 7.2 eV
Net charge ... +1
M ... 269.369 g/mol



Entry 4:
Molecular formula: C33H29Cl2MgN7O2SeSi2
Method: DFT, ωB97M-V with the def2-TZVPD basis set

```
77
Properties=species:S:1:pos:R:3:nbo_charge:R:1
Mg -0.891 -0.921 1.089 1.78
Cl -5.198 4.449 0.280 -0.04
C -4.411 2.901 0.071 -0.07
C -3.577 2.447 1.087 -0.29
C -2.922 1.224 0.961 0.16
N -1.973 0.703 1.808 -0.83
C -1.505 1.263 2.939 0.63
O -2.046 2.101 3.662 -0.68
C -0.088 0.736 3.248 0.15
C 0.539 1.063 4.417 -0.42
C 1.938 0.773 4.493 -0.18
C 2.581 0.100 3.516 -0.32
C 1.804 -0.498 2.386 0.08
N 0.497 0.088 2.216 -0.80
C -3.170 0.430 -0.207 0.21
C -4.003 0.903 -1.202 -0.28
C -4.619 2.147 -1.069 -0.09
Cl -5.667 2.701 -2.356 -0.05
N -2.517 -0.815 -0.193 -0.84
C -3.129 -1.918 -0.615 0.61
O -4.100 -2.067 -1.365 -0.69
C -2.560 -3.164 0.068 0.15
C -2.827 -4.425 -0.441 -0.23
C -2.334 -5.530 0.225 -0.17
C -1.612 -5.346 1.396 -0.26
C -1.421 -4.057 1.855 0.06
N -1.884 -2.983 1.210 -0.52
H -3.417 3.042 1.974 0.26
H 0.012 1.617 5.178 0.22
H 2.515 1.174 5.322 0.19
H 3.657 -0.010 3.512 0.20
H 2.353 -0.397 1.438 0.16
H -4.183 0.302 -2.081 0.25
H -3.406 -4.497 -1.351 0.24
H -2.504 -6.528 -0.162 0.20
H -1.189 -6.179 1.941 0.22
H -0.860 -3.866 2.763 0.21
C 2.538 -0.370 -2.034 -1.11
Si 1.133 0.872 -2.079 1.21
C -0.422 0.189 -2.850 -1.11
C 1.716 2.401 -3.045 -0.43
C 1.993 2.693 -4.384 -0.20
C 2.391 3.972 -4.746 -0.23
C 2.522 4.969 -3.780 -0.25
C 2.241 4.696 -2.449 -0.15
C 1.825 3.417 -2.072 -0.44
Si 1.246 2.592 -0.461 1.25
C 2.607 2.628 0.814 -1.12
C -0.278 3.415 0.218 -1.11
H 3.008 -0.459 -3.018 0.22
H 2.201 -1.359 -1.715 0.26
H 3.297 -0.038 -1.322 0.24
H -0.212 -0.149 -3.869 0.22
H -1.191 0.964 -2.887 0.25
H -0.838 -0.646 -2.282 0.25
H 1.898 1.927 -5.148 0.20
H 2.599 4.202 -5.785 0.19
H 2.833 5.965 -4.076 0.19
H 2.335 5.487 -1.710 0.19
H 2.894 3.666 1.012 0.22
H 3.493 2.084 0.477 0.23
H 2.267 2.179 1.749 0.27
H -0.067 4.456 0.480 0.23
H -0.603 2.894 1.118 0.26
H -1.103 3.395 -0.497 0.25
Se 2.864 -2.989 3.598 0.56
N 3.031 -4.287 2.298 -0.82
C 2.271 -3.949 1.270 0.19
C 2.137 -4.664 0.063 -0.38
C 1.279 -4.179 -0.935 -0.24
C 0.586 -3.015 -0.766 -0.14
N 0.701 -2.270 0.385 -0.65
C 1.498 -2.711 1.340 0.32
N 1.649 -2.005 2.529 -0.63
H 2.710 -5.572 -0.077 0.20
H 1.152 -4.733 -1.859 0.20
H -0.089 -2.631 -1.520 0.19
```

Output
Multiplicity ... 1
Largest force on an atom ... 0.41 eV Å⁻¹
Calculated total energy ... -5909.83456 a.u.
LUMO energy ... 4.22 eV
ΔE to the lowest compared entry with this formula, charge and spin ... 0.0 kJ/mol
Orbital gap ... 4.9 eV
Net charge ... -2
M ... 785.985 g/mol



Entry 5:
Molecular formula: C5H9N3O3S
Method: DFT, ωB97M-V with the def2-TZVPD basis set

```
21
Properties=species:S:1:pos:R:3:nbo_charge:R:1
C -1.512 -3.026 0.015 -0.10
C -1.583 -2.646 1.327 -0.08
C -1.663 -0.859 0.048 0.06
C 2.483 0.668 -1.876 -0.13
C 0.991 2.500 0.588 -0.27
N -1.581 -1.882 -0.765 -0.43
N -1.634 -1.283 1.362 -0.53
N 1.894 1.615 -1.312 -0.13
O -2.343 1.593 0.801 -0.95
O -3.499 0.411 -1.139 -0.87
O 1.271 1.332 -0.129 -0.41
S -2.008 0.862 -0.439 1.53
H -1.686 -4.011 -0.333 0.21
H -1.842 -3.292 2.135 0.22
H -4.190 0.750 -0.545 0.49
H 2.500 -0.373 -1.560 0.17
H 3.014 0.815 -2.845 0.19
H 1.817 2.898 1.391 0.17
H 0.037 2.387 1.194 0.21
H 0.785 3.324 -0.090 0.20
H -2.000 -0.609 2.164 0.45
```

Output
Multiplicity ... 1
Largest force on an atom ... 3.62 eV Å⁻¹
Calculated total energy ... -983.95234 a.u.
LUMO energy ... 0.59 eV
ΔE to the lowest compared entry with this formula, charge and spin ... 368.7 kJ/mol
Orbital gap ... 9.9 eV
M ... 191.212 g/mol



Entry 6:
Molecular formula: C5H8FNO2
Method: DFT, ωB97M-V with the def2-TZVPD basis set

```
17
Properties=species:S:1:pos:R:3:nbo_charge:R:1
C 0.068 -1.240 0.841 0.61
C -0.131 1.069 0.648 -0.18
C -0.243 -0.687 -0.601 0.33
C -1.658 -0.888 -1.004 -0.65
C 1.211 1.663 0.215 0.02
N 0.138 -0.119 1.496 -0.60
O 0.356 -2.368 1.197 -0.61
O 0.668 -0.807 -1.573 -0.67
F 2.196 0.817 0.462 -0.35
H -1.107 1.599 0.718 0.22
H -1.977 0.017 -1.661 0.22
H -2.251 -0.909 -0.198 0.22
H -1.706 -1.865 -1.621 0.23
H 1.364 2.667 0.805 0.16
H 1.218 1.827 -0.891 0.17
H 0.284 -0.167 2.446 0.39
H 1.569 -0.608 -1.279 0.50
```

Output
Multiplicity ... 1
Largest force on an atom ... 5.81 eV Å⁻¹
Calculated total energy ... -500.31894 a.u.
LUMO energy ... 0.80 eV
ΔE to the lowest compared entry with this formula, charge and spin ... 238.3 kJ/mol
Orbital gap ... 9.3 eV
M ... 133.122 g/mol